This record from the Open Molecules 2025 dataset describes C39H53CdGeN4O2PS as an isolated structure. The level of theory is the ωB97M-V functional and the def2-TZVPD basis.

Each line ends with the Löwdin charge.
CARTESIAN COORDINATES (ANGSTROEM)
Cd 0.065 -0.893 -0.439  1.2777
O -1.727 0.522 -0.702  -0.4496
N -2.968 0.070 -0.570  -0.1077
N -3.061 -1.245 -0.372  -0.2844
O -2.004 -2.055 -0.286  -0.3468
C -4.306 -1.793 -0.233  -0.2199
C -4.442 -3.183 0.001  -0.0507
C -5.690 -3.747 0.146  -0.1469
C -6.853 -2.967 0.067  -0.1730
C -6.720 -1.592 -0.148  -0.1575
C -5.485 -1.000 -0.295  -0.0639
H -3.539 -3.774 0.067  0.0881
H -5.774 -4.813 0.332  0.0822
H -7.832 -3.421 0.177  0.0635
H -7.616 -0.980 -0.194  0.0793
H -5.378 0.063 -0.452  0.0706
C 1.322 5.358 -0.338  -0.1297
C 1.545 3.860 -0.544  -0.5498
C 1.595 3.554 -2.048  -0.1577
P 0.414 2.585 0.270  1.0833
C 0.982 2.594 2.067  -0.5574
C 1.964 1.437 2.266  -0.1603
C 1.585 3.880 2.631  -0.1398
C -1.284 3.353 0.428  -0.5608
C -1.509 4.538 1.365  -0.1258
C -1.839 3.618 -0.973  -0.1403
H 2.122 5.916 -0.839  0.0712
H 1.327 5.643 0.712  0.0428
H 0.376 5.677 -0.778  0.0574
H 2.525 3.600 -0.128  0.0839
H 0.697 3.924 -2.547  0.0619
H 1.659 2.480 -2.223  0.0542
H 2.465 4.031 -2.512  0.0697
H 0.069 2.363 2.628  0.0993
H 2.843 1.532 1.623  0.0562
H 1.507 0.479 2.019  0.0311
H 2.306 1.400 3.306  0.0682
H 2.513 4.132 2.113  0.0692
H 1.831 3.732 3.687  0.0696
H 0.903 4.728 2.561  0.0414
H -1.848 2.499 0.820  0.0847
H -0.951 5.423 1.056  0.0512
H -1.234 4.297 2.394  0.0559
H -2.573 4.796 1.364  0.0699
H -1.304 4.428 -1.475  0.0476
H -2.897 3.889 -0.920  0.0723
H -1.757 2.702 -1.560  0.0523
C 4.751 -1.256 1.989  -0.1085
N 5.390 -0.633 0.845  -0.2356
C 6.495 0.197 1.285  -0.1160
C 4.527 -0.043 -0.141  -0.5209
S 3.274 -1.056 -0.984  0.6487
N 5.313 0.653 -1.128  -0.3103
C 4.536 1.557 -1.961  -0.1464
C 6.199 -0.187 -1.929  -0.1224
H 5.437 -1.989 2.426  0.0761
H 3.835 -1.753 1.678  0.0291
H 4.489 -0.518 2.763  0.0755
H 6.195 0.892 2.089  0.0757
H 6.894 0.780 0.461  0.0640
H 7.283 -0.451 1.683  0.0771
H 3.736 1.981 -1.359  0.0470
H 4.075 1.052 -2.820  0.0645
H 5.181 2.360 -2.338  0.0767
H 6.639 -0.954 -1.294  0.0749
H 6.993 0.427 -2.370  0.0724
H 5.656 -0.694 -2.738  0.0696
C 2.018 -1.655 0.189  -0.8640
Ge 1.862 -3.597 -0.068  0.7839
C 0.887 -4.608 -1.520  -0.2500
C 1.453 -5.671 -2.222  -0.1272
C 0.719 -6.387 -3.158  -0.1217
C -0.608 -6.060 -3.402  -0.1257
C -1.187 -5.002 -2.713  -0.0926
C -0.442 -4.277 -1.794  -0.1130
C 0.856 -4.347 1.486  -0.2509
C -0.411 -3.816 1.750  -0.1110
C -1.190 -4.292 2.794  -0.0911
C -0.712 -5.302 3.619  -0.1248
C 0.542 -5.842 3.373  -0.1247
C 1.309 -5.372 2.314  -0.1235
C 3.714 -4.359 -0.187  -0.2754
C 4.344 -4.279 -1.435  -0.1582
C 5.693 -4.558 -1.591  -0.1053
C 6.461 -4.907 -0.487  -0.1231
C 5.862 -4.983 0.761  -0.1145
C 4.506 -4.711 0.901  -0.1237
H 2.480 -5.957 -2.023  0.0778
H 1.180 -7.208 -3.697  0.0849
H -1.185 -6.623 -4.128  0.0843
H -2.225 -4.744 -2.888  0.0986
H -0.914 -3.441 -1.283  0.0429
H -0.811 -3.021 1.126  0.0432
H -2.176 -3.874 2.960  0.0989
H -1.311 -5.664 4.448  0.0846
H 0.924 -6.635 4.008  0.0845
H 2.274 -5.831 2.126  0.0733
H 3.760 -3.992 -2.302  0.0906
H 6.155 -4.485 -2.569  0.0917
H 7.520 -5.110 -0.596  0.0853
H 6.457 -5.241 1.631  0.0886
H 4.063 -4.758 1.890  0.0835

The charge is -2. For the LUMO energy (spin up / spin down), the calculation gives 4.280 / 4.270 eV.